74
Properties=species:S:1:pos:R:3:lowdin_charge:R:1 method="wB97M-V/def2-TZVPD" multiplicity=1 mol_weight_g_mol=904.009 relative_energy_kcal_mol=12.6 total_charge=-2 gap_ev=6.38
Tl 0.73 0.12 -0.75 1.009
Se 1.29 2.82 -2.20 0.753
S -6.00 0.37 -1.14 0.943
S -0.54 -0.89 1.90 0.389
P 2.87 1.20 1.45 0.932
O 0.08 0.44 1.76 -0.390
O -0.63 -1.39 3.24 -0.296
O 1.33 1.31 -2.90 -0.546
O 0.81 2.39 -0.62 -0.564
O 0.08 -1.81 0.92 -0.382
O 0.14 3.76 -2.88 -0.514
O -2.03 -0.69 1.39 -0.210
O 2.77 3.51 -2.14 -0.524
N -1.47 0.22 -0.83 -0.028
N -0.13 -2.06 -2.75 -0.274
N -7.27 3.49 1.98 0.040
C -2.21 -0.78 -0.12 -0.356
C -6.49 1.28 1.42 -0.075
C -6.48 1.59 0.07 -0.523
C 2.23 -2.31 -2.10 -0.244
C -4.23 0.37 -0.91 -0.553
C 3.34 -2.96 -2.64 -0.062
C -7.24 3.77 0.67 -0.164
C 2.89 -1.83 4.96 -0.112
C 4.61 -2.41 -2.55 -0.107
C 2.60 0.44 4.20 -0.088
C 4.78 -1.17 -1.94 -0.092
C 2.60 -0.50 5.23 -0.100
C 4.69 1.54 1.41 -0.275
C -2.09 1.31 -1.32 -0.132
C 3.16 -2.22 3.65 -0.091
C -6.89 2.26 2.33 -0.155
C 3.67 -0.52 -1.41 -0.130
C -3.67 -0.73 -0.35 -0.073
C 2.88 0.06 2.89 -0.370
C 0.88 -2.96 -2.24 -0.185
C 2.27 2.78 2.15 -0.277
C -3.45 1.46 -1.38 -0.113
C 0.26 -1.44 -4.02 -0.086
C 2.40 -1.08 -1.45 -0.186
C -1.39 -2.75 -2.91 -0.112
C -6.86 2.87 -0.31 -0.092
C 3.15 -1.28 2.63 -0.097
H 0.98 -3.85 -2.89 0.114
H 3.80 0.47 -0.98 0.059
H 2.88 3.11 2.99 0.030
H 2.87 -2.57 5.75 0.088
H -3.89 2.34 -1.83 0.085
H 3.20 -3.91 -3.15 0.097
H -7.53 4.78 0.40 0.096
H 2.35 1.47 4.43 0.090
H 4.90 2.27 0.63 0.039
H 5.22 0.61 1.17 0.027
H -6.18 0.30 1.76 0.108
H 5.46 -2.92 -2.98 0.087
H 2.36 -0.20 6.24 0.091
H 1.22 2.67 2.43 0.043
H 5.75 -0.70 -1.89 0.095
H 3.35 -3.26 3.42 0.095
H 0.43 -2.21 -4.79 0.086
H -6.85 3.15 -1.35 0.099
H -2.19 -2.04 -3.14 0.089
H -1.44 2.08 -1.74 0.088
H -4.27 -1.57 -0.03 0.096
H 2.32 3.51 1.34 0.038
H -1.34 -3.50 -3.72 0.080
H -1.80 -1.76 -0.34 0.099
H 3.31 -1.60 1.60 0.103
H -0.54 -0.78 -4.35 0.094
H 5.04 1.91 2.37 0.031
H 1.15 -0.83 -3.89 0.066
H -1.65 -3.27 -1.98 0.082
H -6.90 2.04 3.39 0.098
H 0.54 -3.31 -1.25 0.121



66
Properties=species:S:1:pos:R:3:lowdin_charge:R:1 method="wB97M-V/def2-TZVPD" multiplicity=1 mol_weight_g_mol=489.645 relative_energy_kcal_mol=0.0 gap_ev=8.59 smiles="CC[C@H](C)n1c(SCC(=O)Nc2cc(C(C)(C)C)nn2-c2ccccc2)nc2ccccc2c1=O"
S 1.20 -3.05 -0.93 1.051
O -1.86 -2.64 -2.71 0.092
O 3.86 -0.04 2.00 0.086
N -0.79 -0.84 -1.82 0.158
N 2.73 -1.44 0.59 0.050
N -2.85 1.18 0.21 0.159
N -1.70 0.86 -0.40 -0.037
N 2.33 -0.82 -1.64 0.076
C -0.24 2.04 1.10 -0.024
C 3.49 -0.29 0.87 -0.342
C 0.53 -2.69 -2.59 -0.325
C 3.49 1.02 -2.65 -0.024
C 3.79 -2.91 2.26 -0.029
C -5.17 0.37 0.30 -0.560
C 3.18 0.24 -1.52 -0.226
C 1.34 2.86 -1.02 -0.085
C 0.88 2.82 1.33 -0.063
C 4.96 2.37 -1.30 -0.074
C -0.55 1.64 -0.19 -0.200
C 0.24 2.05 -1.26 -0.017
C 2.48 -2.40 1.67 -0.359
C -5.60 1.83 0.45 -0.055
C 1.56 -1.79 2.74 -0.189
C 1.67 3.23 0.27 -0.083
C -5.20 -0.31 1.67 -0.045
C 4.66 1.62 -0.19 -0.012
C -1.87 -0.23 -1.20 -0.200
C 3.78 0.54 -0.29 -0.071
C 2.18 -1.61 -0.64 -0.547
C -3.19 -0.60 -1.11 0.064
C 4.37 2.06 -2.53 -0.080
C -3.76 0.32 -0.21 -0.253
C -0.84 -2.07 -2.41 -0.538
C -6.11 -0.36 -0.66 -0.054
C 0.21 -1.39 2.16 -0.085
H -6.21 -0.31 2.08 0.081
H -4.54 0.21 2.36 0.081
H 1.93 3.20 -1.85 0.101
H -7.14 -0.26 -0.31 0.083
H 5.11 1.83 0.77 0.122
H -4.90 2.36 1.08 0.073
H 4.62 2.65 -3.40 0.108
H -0.29 -2.24 1.69 0.070
H 2.53 3.85 0.45 0.106
H -0.89 1.74 1.91 0.112
H 3.58 -3.72 2.95 0.084
H 1.42 -2.54 3.52 0.119
H -0.44 -1.01 2.95 0.078
H 4.31 -2.12 2.79 0.075
H 1.13 3.12 2.34 0.108
H 0.32 -0.60 1.42 0.050
H -3.65 -1.42 -1.61 0.099
H 2.05 -0.92 3.18 0.109
H -6.04 0.06 -1.66 0.089
H -0.03 1.78 -2.27 0.123
H -5.87 -1.42 -0.71 0.079
H 0.13 -0.43 -1.66 0.097
H 3.02 0.77 -3.59 0.116
H 0.44 -3.65 -3.10 0.087
H 5.65 3.20 -1.23 0.105
H 1.24 -2.03 -3.08 0.075
H 4.44 -3.29 1.47 0.087
H -6.60 1.89 0.89 0.081
H -5.63 2.32 -0.52 0.085
H 1.96 -3.25 1.21 0.074
H -4.86 -1.35 1.59 0.084



72
Properties=species:S:1:pos:R:3:lowdin_spin:R:1 method="wB97M-V/def2-TZVPD" multiplicity=2 mol_weight_g_mol=747.879 relative_energy_kcal_mol=2.5 total_charge=+2 gap_ev="5.85 / 6.25" s2=0.758
Re -0.45 -0.09 -0.66 0.764
S 2.62 -0.46 -1.83 0.005
O 1.60 0.02 -0.74 0.043
O -1.74 0.82 -4.63 0.044
O 1.38 0.95 2.23 0.001
N -4.53 1.17 0.06 -0.001
N -1.65 -0.90 1.96 0.002
N -0.74 -1.29 0.97 -0.005
N -2.49 0.08 0.01 0.002
N -3.73 4.28 0.91 0.007
N -0.04 -2.12 -1.30 0.002
N 0.47 6.09 0.17 0.008
N -0.53 1.73 0.00 0.010
N -0.74 0.44 -2.51 0.032
C 0.24 -2.96 -0.27 0.002
C 4.46 0.63 -0.04 0.000
C 2.18 -1.15 3.06 0.000
C -3.85 0.11 3.51 0.000
C -1.27 0.63 -3.59 0.035
C -0.29 5.23 0.28 0.001
C -4.95 0.61 4.16 0.000
C -5.82 1.50 2.09 0.000
C 2.13 3.13 1.51 0.000
C 4.13 -0.58 -0.90 -0.001
C 1.31 0.06 3.34 0.000
C -4.70 0.99 1.44 -0.001
C -5.93 1.31 3.44 -0.001
C 0.24 -2.54 -2.55 0.002
C -1.20 4.12 0.41 0.015
C -0.28 -2.49 1.00 0.023
C -2.57 -0.19 1.38 -0.001
C 0.80 -3.78 -2.80 0.001
C -0.79 2.86 0.19 -0.001
C 0.83 -4.20 -0.45 0.002
C 1.12 -4.61 -1.74 0.001
C -3.71 0.30 2.13 -0.001
C 3.21 0.54 -4.30 0.001
C -3.46 0.75 -0.57 0.001
C 1.42 2.34 2.58 0.000
C 2.89 0.98 -2.87 0.005
C -2.60 4.28 0.71 0.001
H 0.98 -4.08 -3.82 0.000
H 3.41 1.43 -4.91 0.000
H -3.08 -0.44 4.04 0.000
H 3.58 0.97 0.50 0.000
H 5.21 0.33 0.70 0.000
H 1.56 -5.58 -1.92 0.000
H 4.09 -0.10 -4.35 0.000
H 1.65 0.56 4.25 0.000
H 0.39 2.70 2.74 0.000
H 3.24 -0.88 3.08 0.000
H -5.21 1.72 -0.45 0.000
H 1.96 -1.55 2.06 0.000
H 3.21 3.11 1.65 0.000
H -6.80 1.71 3.97 0.000
H 4.88 -0.81 -1.66 0.000
H 0.27 -0.24 3.51 0.000
H 2.01 -1.93 3.80 0.000
H 3.69 1.58 -2.43 0.000
H 1.94 2.45 3.53 0.000
H 1.96 1.53 -2.80 0.000
H 4.88 1.45 -0.62 0.000
H 3.99 -1.48 -0.29 0.000
H -3.39 0.97 -1.63 0.000
H 1.92 2.71 0.52 0.000
H 2.37 0.01 -4.75 0.000
H -0.46 -3.13 1.85 0.001
H 1.82 4.17 1.52 0.000
H -5.07 0.46 5.22 0.000
H 1.04 -4.82 0.41 0.000
H -0.01 -1.86 -3.35 0.000
H -6.58 2.05 1.53 0.000



67
Properties=species:S:1:pos:R:3:lowdin_charge:R:1 method="wB97M-V/def2-TZVPD" multiplicity=1 mol_weight_g_mol=532.533 relative_energy_kcal_mol=0.0 total_charge=-1 gap_ev=3.26
Cl 3.48 1.40 -4.98 0.459
Cl 3.68 -0.79 -2.88 0.507
Cl 3.54 2.17 -1.97 0.583
O 1.53 0.80 -3.10 -0.093
O 0.70 -1.14 1.11 0.048
O -0.77 0.22 -0.17 0.065
C -2.80 1.90 -4.61 -0.069
C -0.53 0.28 -4.68 0.015
C 0.33 -2.16 4.54 -0.101
C -1.97 -0.73 3.94 -0.078
C -0.91 -2.66 4.95 -0.136
C -1.74 -1.39 -1.71 -0.017
C -0.74 -0.27 3.43 -0.238
C 0.51 1.55 -2.85 0.042
C -1.19 -1.14 -0.31 -0.445
C -1.61 -0.02 -5.49 -0.060
C 1.12 -1.96 -1.10 -0.032
C -2.06 -1.91 4.68 -0.121
C -2.74 0.82 -5.50 -0.049
C -0.09 -3.34 0.63 -0.006
C -0.71 0.90 2.49 -0.200
C 3.74 1.63 1.73 -0.096
C -2.29 -1.47 0.71 -0.014
C 2.40 3.45 0.85 -0.138
C 1.36 2.56 0.60 -0.129
C -0.27 2.16 3.15 -0.118
C -1.76 2.16 -3.71 0.006
C 0.15 -1.95 0.08 -0.459
C 0.42 -0.95 3.84 -0.032
C 2.67 0.75 1.50 -0.048
C -0.59 1.37 -3.75 -0.153
C 1.48 1.21 0.93 -0.106
C 3.61 2.97 1.38 -0.144
B 0.27 0.17 0.81 -0.754
B 2.98 0.91 -3.24 -1.855
H 1.39 -0.94 -1.43 0.050
H 0.73 2.06 3.57 0.082
H -0.96 2.39 3.97 0.067
H -0.68 -3.93 -0.09 0.087
H -3.69 2.53 -4.61 0.105
H -1.56 -0.89 -6.12 0.108
H -2.60 -0.73 -1.90 0.092
H 0.69 -2.50 -1.95 0.086
H -2.86 -2.33 0.35 0.086
H -1.65 1.03 1.95 0.094
H 0.87 -3.86 0.79 0.088
H 2.28 4.50 0.59 0.094
H -1.88 -1.71 1.69 0.067
H 1.40 -0.53 3.63 0.108
H -0.62 -3.33 1.60 0.083
H -0.27 3.00 2.46 0.057
H -2.09 -2.43 -1.78 0.087
H 4.45 3.65 1.48 0.086
H 0.42 2.91 0.16 0.107
H 1.25 -2.71 4.76 0.095
H -2.87 -0.13 3.74 0.108
H -0.98 -3.63 5.45 0.083
H -2.99 -0.63 0.83 0.097
H 2.77 -0.29 1.79 0.109
H -3.55 0.59 -6.19 0.106
H 0.39 -0.31 -4.74 0.135
H -1.83 2.98 -2.98 0.132
H 2.07 -2.44 -0.83 0.086
H 0.59 2.40 -2.18 0.142
H -0.99 -1.23 -2.51 0.059
H 4.66 1.23 2.15 0.094
H -3.05 -2.25 5.03 0.088



73
Properties=species:S:1:pos:R:3:lowdin_spin:R:1 method="wB97M-V/def2-TZVPD" multiplicity=2 mol_weight_g_mol=604.267 relative_energy_kcal_mol=9.8 total_charge=+2 gap_ev="7.42 / 7.50" s2=0.753
Ti -0.35 -0.27 -0.51 0.951
P -0.22 0.62 -3.09 0.000
O 3.59 2.07 6.00 0.000
O 3.56 -0.09 6.46 0.000
N -0.17 2.38 1.08 0.003
N 1.67 -0.68 0.41 -0.001
N -2.23 -1.71 -0.94 0.004
N -1.20 0.42 2.32 0.005
N 0.35 1.73 0.01 0.004
N -2.49 1.72 0.64 0.000
N -2.22 0.99 -0.48 -0.007
N 0.59 -2.09 -1.54 0.002
N -0.99 -0.63 1.48 0.003
C -1.33 -0.28 -4.23 0.002
C -4.41 -3.03 -0.50 0.001
C 2.14 -0.23 1.71 0.001
C -1.36 -1.42 3.54 0.002
C 2.70 -3.17 -2.01 0.000
C 3.00 0.49 4.24 0.000
C 2.68 1.03 1.91 0.000
C 3.11 1.38 3.18 0.000
C 3.45 0.78 5.65 0.000
C 1.91 -2.26 -1.33 0.002
C 0.75 -3.78 -3.23 0.000
C 2.05 -1.15 2.75 0.000
C -1.08 -1.74 2.22 0.004
C -3.23 1.20 -1.32 0.000
C 2.44 -1.50 -0.19 0.001
C 2.10 -3.95 -3.00 0.002
C 0.03 -2.85 -2.49 0.003
C 1.42 0.37 -3.87 -0.001
C 1.28 3.77 0.13 0.001
C 0.37 3.61 1.16 0.003
C 1.23 2.56 -0.56 0.005
C -4.17 2.06 -0.76 0.000
C -0.59 2.37 -3.39 -0.001
C 2.48 -0.78 4.01 0.000
C -3.19 -2.29 -0.74 0.007
C -1.43 -0.04 3.56 0.003
C -3.65 2.37 0.48 0.000
B -1.44 1.83 1.76 0.001
H 1.89 4.63 -0.09 0.000
H -4.02 3.00 1.27 0.000
H 3.33 2.67 5.30 0.000
H -5.09 2.41 -1.19 0.000
H 2.20 0.88 -3.30 0.000
H -0.94 -2.71 1.76 0.000
H 2.79 1.73 1.10 0.000
H 0.24 3.00 -3.08 0.000
H -5.22 -2.33 -0.31 0.000
H -1.49 -2.09 4.37 0.000
H 3.46 -1.71 0.15 0.000
H -1.03 -2.72 -2.65 0.000
H 0.23 -4.37 -3.97 0.000
H -2.27 -0.56 -3.75 0.000
H 1.43 0.76 -4.89 0.000
H 1.80 2.24 -1.42 0.000
H -1.56 0.32 -5.11 0.000
H -4.28 -3.68 0.37 0.000
H -1.80 2.57 2.62 0.000
H 0.06 4.28 1.94 0.000
H -0.84 -1.19 -4.57 0.000
H -4.65 -3.64 -1.38 0.000
H -0.77 2.54 -4.45 0.000
H 3.75 -3.26 -1.78 0.000
H -1.65 0.65 4.35 0.000
H 2.43 -1.48 4.84 0.000
H 3.56 2.36 3.31 0.000
H 1.65 -0.69 -3.90 0.000
H 1.64 -2.13 2.58 0.000
H -1.47 2.67 -2.82 0.000
H 2.68 -4.67 -3.55 0.000
H -3.26 0.70 -2.27 0.000



72
Properties=species:S:1:pos:R:3:lowdin_charge:R:1 method="wB97M-V/def2-TZVPD" multiplicity=1 mol_weight_g_mol=679.893 relative_energy_kcal_mol=0.0 total_charge=-3 gap_ev=2.90
Ba -0.18 -0.54 0.72 1.819
O 5.00 -1.62 2.08 -0.017
O 0.48 -0.71 3.55 -0.403
O 3.67 -4.78 -2.10 -0.115
O 1.84 1.39 1.35 -0.106
O 3.95 5.23 -0.19 -0.097
O 2.52 4.91 -2.68 -0.123
O 5.94 -5.31 -0.42 -0.155
O 2.43 -1.56 0.93 -0.160
O -0.23 1.89 -0.41 -0.230
N 0.26 -0.91 -2.04 0.057
N -2.29 0.81 1.84 0.103
N -2.66 -1.01 -0.56 0.059
C 0.78 2.56 -0.51 -0.378
C 3.89 -4.17 -1.01 -0.416
C 3.13 0.65 -3.99 -0.084
C 5.66 -3.41 0.76 -0.051
C 3.06 4.33 -0.35 -0.421
C 1.06 3.51 -1.63 -0.031
C 2.98 -3.23 -0.62 -0.060
C 2.92 3.38 0.63 -0.022
C -0.25 -1.64 4.29 -0.693
C 3.28 -2.31 0.46 -0.339
C -5.86 0.18 2.53 -0.093
C -5.62 1.60 1.92 -0.240
C 2.00 -1.75 -3.83 -0.151
C -2.52 1.53 -3.41 -0.080
C 2.20 4.28 -1.58 -0.398
C -1.13 -1.00 5.38 -0.117
C 1.89 2.38 0.60 -0.368
C -3.33 -0.19 -1.03 -0.218
C 4.75 -2.32 1.11 -0.356
C -3.96 1.04 -3.09 -0.250
C -4.21 0.83 -1.61 -0.187
C -3.19 1.49 2.04 -0.196
C 1.01 -1.29 -2.87 -0.177
C -4.33 2.31 2.41 -0.154
C 2.65 -0.63 -4.69 -0.248
C 5.21 -4.27 -0.19 -0.424
C 0.59 -2.73 4.95 -0.107
H -2.31 2.57 -3.16 0.079
H -3.90 1.75 -1.12 0.122
H 3.69 0.43 -3.07 0.086
H 2.75 -2.34 -3.31 0.116
H 2.07 -3.15 -1.19 0.067
H -5.72 1.59 0.84 0.080
H 3.65 3.33 1.42 0.104
H 1.34 -3.08 4.22 0.069
H -0.61 -0.65 6.27 0.053
H 3.71 1.35 -4.59 0.070
H 6.55 -3.59 1.35 0.085
H 2.04 -0.39 -5.57 0.089
H 0.43 3.46 -2.51 0.072
H -2.39 1.47 -4.49 0.066
H -1.71 0.92 -3.03 0.056
H -4.25 3.25 1.86 0.121
H 3.45 -1.15 -5.22 0.096
H 1.25 -2.32 5.72 0.066
H -4.67 1.72 -3.57 0.097
H 0.18 -3.72 5.16 0.050
H -5.21 0.52 -1.29 0.110
H -4.36 2.41 3.49 0.125
H -1.52 -0.07 4.94 0.044
H -5.11 -0.57 2.27 0.072
H -6.82 -0.23 2.22 0.058
H -4.23 0.12 -3.62 0.102
H 1.35 -2.30 -4.51 0.115
H -1.90 -1.67 5.77 0.046
H 2.30 1.15 -3.49 0.063
H -0.93 -2.19 3.61 0.082
H -6.44 2.25 2.25 0.094
H -6.06 0.24 3.60 0.068